Record 1
# C5H12O

2 unconnected molecules or ions with the total composition C5H12O at a distorted geometry (the ωB97M-V functional and the def2-TZVPD basis, OMol25).

Calculated values
* structure (SMILES): CC=C(C)C.O
* E_tot: -272.90538 hartree
* gap between HOMO and LUMO: 9.6 eV
* energy relative to the best compared isomer or geometry (same formula, charge and spin): 27.2 kcal per mole

Element x y z (Å)
O 2.321 -3.115 1.302
H -1.472 2.811 0.728
H -0.013 -1.199 -1.610
H -1.233 1.519 2.009
H -2.235 -0.285 0.269
H 1.249 2.011 -0.369
H -1.580 -1.094 -2.193
H -1.095 -2.190 -0.776
C -1.319 -0.134 -0.277
H 0.041 2.352 1.436
H 2.066 -2.507 2.012
C 0.757 1.102 -0.730
C -0.906 1.941 1.054
H 0.643 1.451 -1.757
H 1.388 0.223 -0.653
C -1.018 -1.220 -1.263
H 2.980 -2.599 0.827
C -0.573 0.935 -0.009

---

Record 2
# C8H9N5

C8H9N5 in the gas phase at a distorted geometry (the ωB97M-V functional and the def2-TZVPD basis, OMol25).

Calculated values
* structure (SMILES): Nc1nc(N)c2c(N)cccc2n1
* E_tot: -583.99504 hartree
* gap between HOMO and LUMO: 8.4 eV
* energy relative to the best compared isomer or geometry (same formula, charge and spin): 50.7 kcal per mole

Element x y z (Å)
H 2.982 1.634 1.320
H 1.816 0.814 2.881
C 0.237 0.189 -1.145
H 1.340 1.031 -2.837
C 0.166 -0.070 0.182
H -1.640 -2.260 2.069
C 2.244 1.553 -0.790
C -0.930 -0.943 0.574
N -0.906 -1.553 1.846
H 0.174 0.489 2.865
H -3.668 -1.308 -1.800
N -2.023 -1.055 -0.170
C -1.993 -0.513 -1.344
N -3.174 -0.556 -2.187
H 3.071 2.161 -0.943
H 0.000 -1.630 2.195
N 1.107 0.305 2.475
H -2.689 -1.013 -3.241
N -0.929 0.077 -1.857
C 2.198 1.239 0.619
C 1.144 0.579 1.077
C 1.474 0.829 -1.789

---

no.,HOMO energy (eV)
1,-8.91
2,-8.01